[1]
Computed, not measured: a structure of composition C39H54N3O11SSiTeW at a distorted geometry, with ωB97M-V/def2-TZVPD.

LUMO level (spin up / spin down), eV: -6.8 / -7.1
Net charge: +2
2S+1: 2

Each line ends with the Mulliken spin population.
Element x y z (Å)
W  0.646791  -1.268615  -0.789468  0.881
O  2.041056  -3.884194  2.063930  0.001
C  2.181033  -2.983945  1.302989  0.012
O  1.098726  -2.258174  0.839314  0.017
C  3.452014  -2.344898  0.849762  0.000
C  4.520431  -2.016514  1.663159  -0.006
C  5.367186  -0.976969  1.272651  0.002
C  5.094266  -0.148188  0.200743  -0.010
C  4.018468  -0.518610  -0.588047  -0.016
C  3.322770  -1.707805  -0.381430  0.051
O  2.437886  -2.094848  -1.270982  0.021
N  3.306016  0.437303  -1.396483  0.003
O  3.850446  1.362332  -1.909772  0.059
O  2.023888  0.368987  -1.386967  -0.020
N  6.486493  -0.607651  2.163477  0.000
O  7.045556  0.445160  1.930989  0.001
O  6.755180  -1.374062  3.055993  0.000
H  4.673907  -2.496065  2.621677  0.000
H  5.657733  0.760926  0.043531  0.001
C  -4.863378  -2.308419  -3.722382  0.000
C  -3.737556  -3.305121  -3.521646  0.001
C  -4.268081  -4.652527  -3.064687  0.000
C  -2.877600  -3.427155  -4.768165  0.001
O  -2.911242  -2.737625  -2.446210  -0.005
Si  -1.451942  -3.133316  -1.928996  0.053
S  0.146454  -2.078476  -2.888127  -0.015
O  -1.185552  -2.275883  -0.468659  0.018
C  -2.209373  -2.222234  0.676436  -0.013
C  -3.266365  -1.219377  0.254161  0.000
C  -1.526751  -1.780084  1.952525  0.010
C  -2.761382  -3.626683  0.817050  0.001
O  -1.198712  -4.681742  -1.722722  0.008
C  -0.228085  -5.757809  -1.918899  -0.001
C  0.998709  -5.444526  -1.079279  -0.001
C  0.107390  -5.842915  -3.396701  -0.001
C  -0.922623  -7.015851  -1.433334  0.001
H  -5.540124  -2.660052  -4.500892  0.000
H  -4.467700  -1.337601  -4.023207  0.000
H  -5.435297  -2.188051  -2.801868  0.000
H  -4.909372  -5.076960  -3.837310  0.000
H  -4.860988  -4.542264  -2.155602  0.000
H  -3.455445  -5.352168  -2.870767  0.000
H  -3.465690  -3.825702  -5.594728  0.000
H  -2.040061  -4.111340  -4.604462  -0.001
H  -2.487405  -2.452667  -5.066146  0.000
H  -2.833967  -0.223068  0.153929  0.001
H  -4.030615  -1.180564  1.031387  0.000
H  -3.736907  -1.502636  -0.683997  0.000
H  -1.032960  -0.814418  1.826054  -0.019
H  -0.812808  -2.510119  2.319651  0.004
H  -2.309606  -1.649770  2.700973  0.000
H  -3.318631  -3.935853  -0.068319  0.000
H  -3.449505  -3.644857  1.662786  0.000
H  -1.962210  -4.341133  1.010889  0.000
H  1.474994  -4.520617  -1.417937  0.006
H  1.728709  -6.248561  -1.174934  0.000
H  0.730481  -5.352915  -0.025101  0.000
H  0.579768  -4.923642  -3.749015  0.001
H  -0.790886  -6.036296  -3.984392  0.000
H  0.803557  -6.663629  -3.569690  0.000
H  -1.193160  -6.924165  -0.381333  0.000
H  -0.257329  -7.872232  -1.543822  0.000
H  -1.825634  -7.206517  -2.013348  0.000
C  -0.891797  1.514341  -2.745241  -0.001
C  -0.709315  1.386661  -1.271874  0.000
O  -0.961784  2.516390  -0.611147  0.005
N  -0.383803  0.323408  -0.649258  -0.056
Te  -0.709144  2.457717  1.349502  -0.001
C  -1.346064  4.410108  1.766280  0.001
C  -2.307342  5.114706  1.034340  0.000
C  -3.131655  4.547090  -0.090211  0.000
C  -2.528428  6.434805  1.408269  0.000
C  -1.864716  7.035860  2.471737  0.000
C  -2.149038  8.458012  2.856150  0.000
C  -0.972112  6.267977  3.212583  0.000
C  -0.698637  4.950297  2.884068  0.000
C  0.266156  4.167165  3.739864  0.000
C  1.349810  2.748471  1.335109  0.003
C  2.110688  1.812091  2.051277  -0.012
C  1.562828  0.537669  2.644870  0.013
C  3.460065  2.083996  2.242445  -0.001
C  4.060136  3.227653  1.730138  0.001
C  5.514035  3.512858  1.963017  0.000
C  3.275991  4.111397  0.989573  0.001
C  1.918425  3.915711  0.789620  0.000
C  1.165812  4.966386  0.015262  0.001
H  -1.524646  2.363273  -2.987371  0.001
H  -1.301547  0.586999  -3.144317  -0.001
H  0.092291  1.662785  -3.197530  0.000
H  -3.375540  3.495447  0.055653  0.000
H  -2.623124  4.643583  -1.050582  0.000
H  -4.072244  5.090004  -0.156991  0.000
H  -3.266052  7.007360  0.857852  0.000
H  -2.599114  9.011231  2.034430  0.000
H  -1.238455  8.970470  3.163739  0.000
H  -2.842574  8.487649  3.698711  0.000
H  -0.482835  6.702081  4.077165  0.000
H  0.211045  4.514642  4.770059  0.000
H  1.298887  4.273719  3.401967  0.000
H  0.038512  3.092834  3.785199  0.000
H  0.616310  0.211496  2.210937  0.008
H  1.420662  0.635563  3.723367  -0.001
H  2.271508  -0.277787  2.490549  -0.001
H  4.059413  1.384217  2.815026  0.000
H  6.027171  2.665991  2.414459  0.000
H  5.625905  4.371002  2.628335  0.000
H  6.015912  3.767689  1.028905  0.000
H  3.738864  4.992625  0.559761  0.000
H  1.818879  5.391403  -0.745365  0.000
H  0.856340  5.780380  0.674451  0.000
H  0.279314  4.587983  -0.489041  0.000

Atomic forces in eV per Å
-0.4 -1.0 -0.2
0.0 0.0 0.0
-0.1 0.0 0.1
0.0 0.1 -0.1
0.1 0.0 0.0
0.0 0.0 0.0
0.0 0.0 0.0
0.0 0.0 0.1
-0.1 0.0 -0.1
0.1 0.3 0.0
-0.3 0.3 0.2
0.0 0.2 0.1
0.0 -0.1 0.0
0.2 0.2 -0.2
0.1 0.0 -0.1
0.0 0.0 0.0
0.0 0.0 0.0
0.0 0.0 0.0
0.0 0.0 0.0
0.0 0.0 0.0
0.0 0.0 0.0
0.0 0.0 0.0
0.0 0.0 0.0
0.0 0.0 0.0
0.1 0.1 -0.1
0.0 0.0 -0.2
0.0 0.1 0.2
0.0 0.0 -0.1
0.0 0.0 0.0
0.0 0.0 0.0
0.0 0.0 0.0
-0.2 -0.1 -0.1
0.1 0.0 0.1
0.0 0.0 0.0
0.0 0.0 0.0
0.0 0.0 0.0
0.0 0.0 0.0
0.0 0.0 0.0
0.0 0.0 0.0
0.0 0.0 0.0
0.0 0.0 0.0
0.0 0.0 0.0
0.0 0.0 0.0
0.0 0.0 0.0
0.0 0.0 0.0
0.0 0.0 0.0
0.0 0.0 0.0
0.0 0.0 0.0
-0.1 -0.1 0.0
0.0 0.0 0.0
0.0 0.0 0.0
0.0 0.0 0.0
0.0 0.0 0.0
0.0 0.0 0.0
0.0 0.0 0.0
0.0 0.0 0.0
0.0 0.0 0.0
0.0 0.0 0.0
0.0 0.0 0.0
0.0 0.0 0.0
0.0 0.0 0.0
0.0 0.0 0.0
0.0 0.0 0.0
0.1 0.0 0.0
-0.2 0.1 0.0
-0.2 0.2 -0.2
0.7 0.1 0.3
0.0 -0.1 0.1
0.1 0.0 -0.1
0.0 0.0 0.1
0.1 0.0 0.0
0.0 0.0 0.0
0.0 0.0 0.0
0.0 0.0 0.0
0.0 0.0 0.0
0.0 0.0 0.0
0.0 0.1 0.2
0.1 0.0 -0.1
0.0 -0.1 -0.1
0.0 0.0 0.0
0.0 0.0 -0.1
0.0 0.0 0.0
0.0 0.0 0.0
0.0 0.0 0.0
0.0 -0.1 -0.1
0.0 0.0 0.0
0.0 0.0 0.0
0.0 0.0 0.0
0.0 0.0 0.0
0.0 -0.1 0.0
0.0 0.0 0.0
0.0 0.0 0.0
0.0 0.0 0.0
0.0 0.0 0.0
0.0 0.0 0.0
0.0 0.0 0.0
0.0 0.0 0.0
0.0 0.0 0.0
-0.1 0.0 0.1
0.0 0.0 0.0
0.1 0.1 0.0
0.0 0.0 0.0
0.0 0.1 0.0
0.0 0.0 0.0
0.0 0.0 0.0
0.0 0.0 0.0
0.0 0.0 0.0
0.0 0.0 0.0
0.0 0.0 0.0
0.0 0.0 0.0
0.0 0.0 0.0


[2]
Computed, not measured: a structure of composition C23H21BiN8O4S4Se, with ωB97M-V/def2-TZVPD.

LUMO level (spin up / spin down), eV: 3.7 / 3.7
Net charge: -2
2S+1: 1

Each line ends with the Mulliken charge.
Element x y z (Å)
Bi  0.159702  0.117943  0.203872  0.796
N  2.298792  -2.712667  0.353996  -0.329
C  1.216795  -3.280162  1.179212  -0.133
C  0.367990  -4.282021  0.404759  -0.620
C  -0.577323  -3.627551  -0.621434  0.379
O  -0.725764  -4.228908  -1.720360  -0.729
O  -1.117546  -2.547806  -0.289119  -0.470
H  3.159655  -3.225191  0.503404  0.219
H  2.479908  -1.750466  0.636701  -0.040
H  0.572533  -2.462703  1.497625  -0.085
H  1.607022  -3.747379  2.090506  0.362
H  -0.267174  -4.833632  1.107208  0.375
H  0.994035  -5.010701  -0.115534  0.238
O  6.950370  2.424579  1.719185  -0.668
C  5.854886  1.951729  1.497100  0.599
S  5.212318  1.662894  -0.117047  -0.202
C  3.672251  0.947449  0.359712  0.061
C  3.426096  0.852884  1.682036  0.297
S  2.039600  0.181175  2.487794  -0.413
S  4.703925  1.472165  2.735951  -0.209
S  2.645235  0.445480  -0.971099  -0.572
Se  -3.873551  6.111958  3.740140  -0.085
N  -4.172169  4.314788  3.660225  -1.022
C  -3.145374  3.826877  2.949974  0.813
C  -3.010743  2.422026  2.642926  0.104
C  -3.906468  1.461215  3.068354  -0.421
C  -3.727974  0.110572  2.718316  -1.058
C  -2.647490  -0.232925  1.927486  -0.116
N  -1.762714  0.666651  1.497031  0.110
C  -1.893104  1.992420  1.847379  -0.017
C  -0.929131  2.877910  1.400889  -0.546
N  0.138409  2.394755  0.644276  0.197
C  1.036352  3.264063  0.166484  0.009
C  0.980680  4.617886  0.413463  -1.162
C  -0.069906  5.130161  1.197530  -0.585
C  -1.034515  4.279949  1.692674  0.116
C  -2.163814  4.750556  2.474516  0.951
N  -2.333863  6.044292  2.765704  -1.001
H  -4.748098  1.777794  3.671723  0.478
H  -4.417365  -0.654104  3.050269  0.396
H  -2.476395  -1.255641  1.602662  0.347
H  1.830852  2.840990  -0.436209  0.381
H  1.750663  5.259270  0.006995  0.412
H  -0.147788  6.186564  1.419356  0.473
C  -0.111375  -4.132441  -4.601843  -1.013
N  -0.114970  -2.802019  -4.034962  0.072
C  -1.353078  -2.061126  -3.832338  -0.351
C  -0.843796  -0.973790  -2.938781  0.208
O  -1.557319  0.028515  -2.604408  -0.413
N  0.386003  -1.178886  -2.546702  0.196
C  0.729875  -2.369486  -3.087751  -0.130
N  1.844156  -2.987844  -2.709742  -0.359
H  -0.615774  -4.103637  -5.567376  0.330
H  -0.606767  -4.837300  -3.931580  0.342
H  0.918145  -4.446242  -4.776821  0.354
H  -2.056745  -2.686361  -3.265521  0.237
H  -1.800807  -1.693265  -4.755680  0.451
H  2.188531  -2.654745  -1.793171  0.234
H  1.825732  -3.993907  -2.785494  0.343
C  -0.916368  1.055225  -1.729473  -0.832
H  -1.722040  1.738422  -1.478213  0.329
H  -0.143203  1.563746  -2.306775  0.371

Atomic forces in eV per Å
-0.2 0.4 0.0
-0.2 -0.2 -0.2
0.1 -0.1 -0.1
0.0 0.1 0.0
0.1 0.1 0.1
-0.1 0.0 0.0
-0.1 -0.1 -0.1
0.0 0.0 0.1
0.1 -0.1 0.0
0.0 0.0 0.1
0.0 0.0 0.0
0.0 0.0 0.0
0.0 0.0 0.0
0.0 0.0 0.0
0.0 0.0 0.0
0.0 0.0 0.0
0.0 0.1 -0.1
0.0 0.0 0.0
0.1 0.0 0.1
0.0 0.0 0.0
0.1 0.1 -0.1
0.0 0.0 0.0
0.0 0.0 0.0
0.1 0.1 0.0
0.0 0.0 0.0
0.0 0.0 0.0
0.0 0.0 0.0
-0.1 0.0 0.0
0.0 -0.1 0.0
-0.1 -0.1 0.0
0.1 0.1 -0.1
-0.2 0.0 -0.1
0.1 0.0 0.0
0.0 0.0 0.0
0.0 0.0 0.0
0.0 0.0 0.0
-0.1 -0.1 0.0
0.0 0.0 0.0
0.0 0.0 0.0
0.0 0.0 0.0
0.0 0.0 0.0
0.0 0.0 0.0
0.0 0.0 0.0
0.0 0.0 0.0
0.0 0.0 0.1
-0.1 0.0 -0.2
-0.2 -0.2 0.0
0.2 0.2 0.3
-0.1 0.3 -0.2
-0.1 0.1 -0.1
0.4 -0.1 0.1
-0.1 0.1 0.2
0.0 0.0 0.0
0.0 0.0 0.0
0.0 0.0 0.0
0.1 0.1 0.0
0.1 0.0 0.0
0.0 0.0 0.0
0.0 0.0 0.0
0.1 -0.3 0.2
-0.1 -0.1 0.0
-0.1 -0.1 -0.1


Looking at DFT total energy for the records above, in order, we have -96130.954 -158831.938 eV.
Looking at relative energy (zero: lowest compared OMol25 entry of this formula, charge and spin) for the records above, in order, we have 0.337 2.229 eV.